Record 1
DFT (ωB97M-V with the def2-TZVPD basis set) results for a single C4H6NO3P molecule in a non-equilibrium geometry.

Computed properties:
- SMILES = Oc1ccc(O)n1OP
- E_HOMO (eV) = -7.76
- Kohn-Sham gap (eV) = 7.46
- largest force on an atom (Eh/bohr) = 0.1304

Positions of all 15 atoms, in Å:
O1 -1.067122 1.693949 0.419681
C1 0.004492 0.976847 0.121410
C2 1.251100 1.403856 -0.206777
C3 2.108872 0.244351 -0.362207
C4 1.332932 -0.870072 -0.109822
O2 1.623996 -2.125521 0.175357
N1 0.119481 -0.358863 0.238443
O3 -1.304495 -1.165517 0.579274
P1 -2.564270 -0.756323 -0.341890
H1 -0.832811 2.584942 0.270008
H2 1.454389 2.446172 -0.617187
H3 3.115913 0.207220 -0.795152
H4 1.217619 -2.945657 -0.300853
H5 -2.953720 0.288507 0.603756
H6 -3.506369 -1.623885 0.325963

Cartesian forces, eV/Å:
O -1.58 -1.37 0.38
C 2.18 0.16 0.08
C 1.31 1.34 -1.66
C -0.27 -0.23 -0.76
C 0.15 0.70 -0.31
O 0.28 -3.57 -0.45
N -6.44 -1.53 1.09
O 5.74 0.19 0.78
P -1.90 1.64 0.08
H 0.25 1.67 -0.21
H -0.09 -1.53 0.97
H -0.50 0.08 0.60
H 0.63 2.92 0.76
H -0.42 -0.34 -1.06
H 0.66 -0.14 -0.28

=====

Record 2
DFT (ωB97M-V with the def2-TZVPD basis set) results for 3 unconnected molecules or ions with the total composition C6H4I4O2 in a non-equilibrium geometry.

Computed properties:
- SMILES = O=C=C=C=C(O)/C=C\I.II.I
- E_HOMO (eV) = -7.74
- Kohn-Sham gap (eV) = 6.33
- largest force on an atom (Eh/bohr) = 0.0748

Positions of all 16 atoms, in Å:
O1 -1.279957 2.779736 -1.925301
C1 -1.170117 1.932733 -1.145359
C2 -1.082901 0.906604 -0.384704
C3 -0.515482 0.268549 0.572493
C4 0.441516 -0.463809 1.150770
O2 0.828817 -0.362035 2.422006
C5 1.226734 -1.322043 0.288263
C6 1.134446 -1.545745 -1.021681
I1 -0.240611 -1.396945 -2.604502
H1 0.630978 0.517855 2.861721
H2 2.237727 -1.443120 0.688155
H3 1.977917 -2.274199 -1.387534
I2 -4.197089 -1.812293 0.045983
I3 -4.966135 0.450144 -1.012811
I4 3.148951 1.503587 0.427170
H4 1.825208 2.260988 1.025337

Cartesian forces, eV/Å:
O -0.38 0.33 -0.08
C 0.45 0.27 -0.77
C -0.42 -0.24 1.45
C 0.89 -0.63 -0.50
C -1.80 1.19 -1.28
O 0.35 0.95 2.50
C 0.36 1.17 -0.14
C 1.96 -3.09 -1.20
I 0.10 0.06 0.68
H 0.13 -1.59 -1.14
H -0.38 -0.70 0.13
H -1.56 1.86 0.44
I 0.19 -0.36 0.18
I -0.13 0.39 -0.20
I -0.27 0.65 0.20
H 0.52 -0.29 -0.27

=====

Record 3
DFT (ωB97M-V with the def2-TZVPD basis set) results for 16 unconnected molecules or ions with the total composition C27H75BClF3N31O18 in a non-equilibrium geometry.

Computed properties:
- E_HOMO (eV) = -4.74
- charge = -1
- Kohn-Sham gap (eV) = 6.01
- largest force on an atom (Eh/bohr) = 0.0333

Positions of all 156 atoms, in Å:
C1 1.625619 2.091136 8.135926
C2 0.715355 2.181388 7.356918
C3 -0.464209 2.388048 6.515722
C4 -0.975749 1.051877 5.891353
C5 -1.454496 1.248723 4.428386
N1 -0.714537 0.479794 3.438730
B1 -1.567003 -0.054195 2.329127
C6 -1.717141 -1.622365 2.121114
O1 -2.263475 0.807855 1.526168
C7 0.500190 1.131563 2.980971
Cl1 1.131560 0.098215 1.591070
C8 1.647546 1.147495 3.989748
C9 2.017268 -0.269001 4.501550
C10 3.428694 -0.583473 4.124279
F1 4.424535 0.313989 4.379699
C11 3.758082 -1.729075 3.476540
F2 3.486448 -2.924007 4.001783
F3 4.278484 -1.833966 2.260302
C12 0.317648 2.591309 2.381123
O2 -0.439100 2.788529 1.423891
O3 0.983588 3.484726 2.982338
H1 2.370824 1.871706 8.860157
H2 -1.251022 2.828000 7.131623
H3 -0.249719 3.118057 5.731351
H4 -1.834571 0.758684 6.497358
H5 -0.213235 0.283013 5.957830
H6 -1.532537 2.320486 4.201872
H7 -2.481912 0.867512 4.407152
H8 -1.564235 -1.914970 1.081559
H9 -2.686944 -1.943666 2.511107
H10 -0.957764 -2.115247 2.734996
H11 -1.892344 0.828678 0.634934
H12 2.493995 1.550499 3.435219
H13 1.485606 1.831313 4.816175
H14 1.365763 -1.016422 4.054475
H15 1.903661 -0.292991 5.593901
C13 2.693557 3.536329 0.043915
O4 2.833075 2.493966 0.673048
N2 3.286539 3.738212 -1.188819
N3 1.939510 4.548174 0.512548
H16 3.182060 4.585268 -1.714648
H17 3.851796 2.995557 -1.557610
H18 1.482207 4.387624 1.415360
H19 1.790509 5.416046 0.023687
C14 0.260551 8.063888 -0.446565
O5 0.802357 6.993999 -0.660691
N4 0.479230 9.167062 -1.227018
N5 -0.606510 8.236233 0.590584
H20 0.043478 10.054403 -1.067273
H21 1.114037 9.064863 -1.995900
H22 -0.781534 7.438431 1.176941
H23 -1.067105 9.102174 0.792390
C15 -3.819777 0.120258 -1.346981
O6 -2.681575 0.547146 -1.201039
N6 -4.093972 -1.041125 -1.996672
N7 -4.898193 0.798149 -0.858653
H24 -5.021588 -1.395472 -2.122770
H25 -3.322589 -1.556626 -2.384186
H26 -4.713062 1.651471 -0.363955
H27 -5.842227 0.479496 -0.954163
C16 7.020852 3.124362 1.035643
O7 7.176115 3.054144 -0.178939
N8 5.819543 2.982100 1.638865
N9 8.079734 3.351947 1.878013
H28 5.691319 3.034051 2.631877
H29 5.009217 2.812802 1.057880
H30 8.984110 3.458912 1.460991
H31 7.988782 3.412301 2.873554
C17 4.293708 -4.200271 -1.231150
O8 3.712878 -5.224178 -0.899581
N10 4.489675 -3.148881 -0.386021
N11 4.799673 -4.013087 -2.486419
H32 4.965847 -2.307124 -0.660190
H33 4.123673 -3.228194 0.542738
H34 4.676052 -4.755058 -3.147361
H35 5.272883 -3.169768 -2.764496
C18 -4.368578 -4.621105 3.315573
O9 -3.831091 -3.550842 3.110243
N12 -5.191136 -4.827299 4.399250
N13 -4.208482 -5.710490 2.505931
H36 -5.646537 -5.698167 4.592760
H37 -5.331788 -4.052059 5.018710
H38 -3.619599 -5.609454 1.697504
H39 -4.646500 -6.597058 2.671058
C19 -1.780168 -0.253388 -5.017461
O10 -2.566674 -1.185350 -4.943303
N14 -1.371268 0.480908 -3.942564
N15 -1.233333 0.178291 -6.195774
H40 -0.734251 1.252767 -4.026140
H41 -1.707089 0.273809 -3.019549
H42 -1.500582 -0.286104 -7.042600
H43 -0.599183 0.953404 -6.252392
C20 -2.046646 -8.475357 2.427347
O11 -2.761955 -8.178227 1.483319
N16 -1.932959 -7.677082 3.534548
N17 -1.307730 -9.622567 2.456262
H44 -1.353664 -7.898626 4.320668
H45 -2.465387 -6.823919 3.542306
H46 -1.362637 -10.239554 1.659632
H47 -0.714088 -9.873779 3.222378
C21 -1.936534 3.718415 -7.165571
O12 -1.122319 3.009801 -7.741923
N18 -2.354385 4.922415 -7.673984
N19 -2.489910 3.378957 -5.974433
H48 -3.022884 5.513506 -7.213890
H49 -1.973247 5.210989 -8.557461
H50 -2.211291 2.505257 -5.565375
H51 -3.147065 3.955362 -5.484495
C22 -0.036764 7.977869 -6.807702
O13 -0.201339 8.341259 -7.972099
N20 -0.451373 6.785222 -6.336724
N21 0.582922 8.782686 -5.882869
H52 -0.326637 6.482920 -5.378377
H53 -0.919408 6.169951 -6.990672
H54 0.904600 9.679070 -6.192847
H55 0.722408 8.512727 -4.928191
C23 -1.610686 -13.371998 0.914122
O14 -1.060950 -12.305752 0.681570
N22 -2.414641 -13.564621 1.993761
N23 -1.453902 -14.459010 0.095592
H56 -2.872856 -14.428234 2.210228
H57 -2.553711 -12.787643 2.609334
H58 -0.866925 -14.345241 -0.708934
H59 -1.892075 -15.343933 0.261312
C24 -3.486268 9.872684 -5.294199
O15 -3.625196 8.677629 -5.113752
N24 -2.811237 10.385561 -6.364480
N25 -4.003130 10.806216 -4.429767
H60 -2.690418 11.366051 -6.527160
H61 -2.413945 9.728977 -7.016809
H62 -4.505199 10.462321 -3.633454
H63 -3.903464 11.794591 -4.555607
C25 6.216176 -0.061356 -2.929073
O16 5.651547 -1.103314 -2.620898
N26 6.403265 0.955943 -2.055142
N27 6.701696 0.148809 -4.192676
H64 6.862848 1.817433 -2.284048
H65 6.065741 0.835864 -1.116982
H66 6.575707 -0.586385 -4.861819
H67 7.166653 0.990633 -4.471988
C26 -3.106445 -14.102734 5.670127
O17 -3.398457 -14.278077 4.499107
N28 -3.427442 -15.004156 6.646070
N29 -2.436345 -12.993027 6.099096
H68 -3.197645 -14.880668 7.613143
H69 -3.920570 -15.829545 6.362616
H70 -2.185807 -12.310897 5.407995
H71 -2.187386 -12.830001 7.055575
C27 0.020682 4.310919 -3.313235
O18 -0.552269 4.996916 -4.156846
N30 -0.020090 4.580948 -1.986136
N31 0.747558 3.207990 -3.667270
H72 0.438047 4.022542 -1.282972
H73 -0.548810 5.381655 -1.695898
H74 0.805020 2.990729 -4.645799
H75 1.228292 2.626376 -3.003087

Cartesian forces, eV/Å:
C -0.14 -0.39 -0.03
C -0.15 0.53 0.33
C 0.18 -0.47 -0.14
C -0.20 1.07 -0.09
C -0.45 -0.54 0.37
N 0.26 0.34 0.27
B 0.14 -0.54 -0.66
C 0.66 0.65 0.79
O -0.15 -0.11 0.55
C 0.17 0.24 -0.35
Cl -0.34 -0.04 0.05
C 0.45 -0.59 -0.41
C 0.51 0.12 1.63
C 0.11 -1.37 -0.01
F -0.49 0.81 -1.25
C -0.07 1.01 0.47
F -1.20 -0.12 -1.04
F 1.28 -0.25 0.65
C 0.00 0.84 0.07
O 0.17 -0.45 -0.05
O -0.13 -0.18 0.21
H 0.14 0.13 -0.09
H 0.04 0.04 0.04
H 0.19 -0.08 -0.05
H 0.11 -0.33 0.00
H -0.03 -0.08 -0.09
H 0.14 0.00 -0.15
H -0.01 0.10 -0.19
H -0.32 -0.01 -0.04
H 0.13 0.02 -0.43
H -0.04 -0.18 -0.12
H -0.43 0.17 -0.30
H -0.07 0.22 0.07
H -0.22 0.01 -0.03
H -0.04 -0.02 0.06
H -0.22 0.01 -0.07
C -0.36 0.38 0.37
O 0.87 -0.21 -0.38
N -0.03 -0.26 -0.09
N 0.11 0.24 -0.02
H -0.04 0.06 0.06
H 0.05 0.01 0.03
H -0.04 -0.14 0.09
H 0.01 -0.11 -0.03
C -0.16 0.19 0.22
O 0.14 0.18 -0.20
N 0.06 -0.05 -0.03
N -0.02 -0.06 0.03
H -0.03 -0.02 0.01
H 0.01 -0.01 0.03
H 0.02 -0.01 0.00
H 0.00 0.01 -0.03
C -0.19 -0.06 0.17
O 0.22 -0.10 -0.48
N 0.16 -0.04 0.10
N -0.03 0.17 -0.06
H -0.01 0.04 -0.02
H -0.06 0.05 -0.15
H 0.07 -0.07 0.10
H 0.02 -0.06 0.02
C -0.13 -0.01 0.23
O 0.06 -0.02 -0.12
N -0.03 0.00 -0.30
N 0.13 0.05 -0.05
H -0.05 -0.05 0.00
H -0.22 -0.07 0.18
H -0.01 -0.01 -0.01
H -0.05 -0.02 0.00
C -0.01 0.17 -0.01
O 0.05 -0.03 0.00
N 0.07 -0.11 0.13
N 0.18 -0.12 -0.22
H -0.10 0.01 -0.17
H -0.04 0.00 -0.01
H -0.06 -0.04 0.06
H -0.12 0.15 0.07
C -0.19 -0.03 -0.01
O -0.29 -0.33 0.14
N -0.01 0.00 0.10
N 0.13 0.22 0.09
H 0.00 -0.01 -0.04
H 0.02 0.01 -0.01
H 0.00 -0.12 -0.01
H 0.03 -0.04 -0.12
C 0.28 0.35 0.23
O 0.02 -0.07 -0.02
N -0.01 0.03 -0.13
N -0.08 -0.26 -0.13
H 0.05 -0.01 0.01
H -0.23 -0.03 0.36
H -0.04 0.04 0.00
H -0.05 0.05 -0.18
C 0.19 0.00 0.10
O -0.12 -0.01 0.06
N -0.18 -0.01 0.10
N -0.27 -0.15 -0.14
H 0.09 0.00 -0.07
H 0.08 0.05 -0.06
H 0.13 -0.11 0.00
H 0.10 0.09 -0.04
C -0.14 -0.15 0.28
O 0.10 0.10 -0.03
N -0.01 -0.03 -0.29
N -0.15 -0.19 -0.19
H 0.00 -0.02 0.02
H -0.10 -0.08 -0.05
H -0.10 -0.01 0.05
H 0.14 0.09 0.08
C -0.16 -0.32 0.14
O -0.07 0.23 0.07
N 0.17 0.25 -0.21
N 0.12 0.26 -0.05
H -0.13 -0.21 -0.15
H 0.23 0.15 0.43
H 0.01 -0.02 -0.02
H -0.06 -0.10 -0.03
C -0.17 -0.02 0.09
O 0.07 0.10 0.03
N 0.18 0.07 -0.34
N 0.08 0.00 -0.07
H 0.01 0.02 0.15
H -0.08 -0.05 0.06
H 0.00 0.02 0.00
H -0.03 0.02 0.04
C 0.06 -0.02 -0.08
O -0.06 0.03 0.01
N 0.00 -0.16 -0.12
N -0.03 0.04 0.11
H 0.00 0.01 0.03
H 0.12 0.03 0.03
H 0.00 -0.03 -0.01
H 0.01 0.00 -0.03
C 0.07 0.23 0.08
O 0.04 -0.21 -0.01
N -0.15 -0.14 -0.10
N -0.01 -0.11 -0.07
H 0.04 0.04 0.19
H 0.05 0.11 0.03
H -0.02 0.01 0.01
H -0.01 0.03 0.04
C 0.02 0.01 0.09
O -0.08 -0.03 0.11
N -0.02 -0.06 -0.02
N 0.00 0.03 -0.06
H 0.01 0.02 -0.01
H 0.00 0.01 -0.01
H 0.00 0.01 0.01
H -0.01 -0.02 0.01
C 0.01 0.00 0.83
O 0.01 0.19 -0.09
N -0.07 -0.25 -0.68
N -0.03 -0.33 -0.25
H -0.14 -0.01 0.14
H 0.11 0.00 0.08
H 0.10 0.14 -0.01
H 0.02 0.10 0.09